No. 1
ORCA calculation (wB97M-V/def2-TZVPD) on one molecule with the formula C5H5BrClN at a distorted geometry.

The geometry in XYZ format:
```
13
Properties=species:S:1:pos:R:3:forces:R:3
C -0.198 -1.122 0.723 -0.1 0.0 -0.1
C -1.050 -1.241 -0.295 0.1 -0.3 0.8
C -0.444 0.565 -1.609 1.7 0.1 4.7
C 0.942 -0.138 0.805 -0.2 -0.1 0.0
C 0.575 1.209 0.266 -1.7 -1.1 -3.1
N -1.033 -0.513 -1.474 -0.1 0.6 -1.4
Cl -0.286 1.572 -2.903 0.0 0.6 -1.1
Br -0.757 2.171 1.223 0.1 0.0 0.1
H -0.331 -1.777 1.571 -0.1 -0.1 0.0
H -1.842 -1.978 -0.275 0.0 0.0 0.1
H 1.282 -0.073 1.845 0.0 0.1 -0.1
H 1.778 -0.529 0.213 0.1 0.1 0.0
H 1.363 1.853 -0.088 0.1 0.1 0.1
```
Forces are in eV/Å.

The orbital gap comes out at 8.868 eV. The calculation puts the molar mass at 194.5 g mol⁻¹. The value obtained for the largest force on an atom is 5.00 eV/Å. The energy above the lowest of the compared OMol25 structures with the same formula, charge and spin comes out at 28.0 kcal per mole. Its charge is 0. The calculation puts the HOMO energy at -8.4 eV. The value obtained for the calculated total energy is -89318.0521 eV.


No. 2
ORCA calculation (wB97M-V/def2-TZVPD) on C5H5BrClN3O3 as an isolated structure at a distorted geometry.

The geometry in XYZ format:
```
18
Properties=species:S:1:pos:R:3:forces:R:3
C -2.068 1.004 -0.348 0.7 -0.7 0.1
C 1.105 -0.684 0.806 2.3 2.2 -1.5
C 1.766 -0.504 -0.580 -0.6 -0.1 0.7
C -0.156 0.266 -1.589 0.0 0.4 -1.4
C -0.897 0.168 -0.269 -1.8 -0.6 -1.6
N -2.925 1.570 -0.844 -0.9 0.8 0.0
N -0.136 0.021 0.787 0.4 0.7 3.4
N -0.695 0.313 2.170 -0.1 0.0 -1.5
O 0.105 0.185 3.051 -0.6 0.0 -0.2
O -1.842 0.663 2.153 0.6 -0.2 0.6
O 0.875 -0.604 -1.683 -0.2 -0.4 0.0
Cl 0.444 2.060 -1.763 -0.2 -0.7 0.4
Br -2.206 -1.921 -0.730 1.1 1.2 0.4
H 0.990 -1.656 1.028 -1.0 -3.7 0.7
H 1.899 -0.357 1.529 -1.3 0.5 -0.5
H 2.034 0.537 -0.549 1.3 0.3 -0.3
H 2.541 -1.273 -0.702 -0.1 0.7 -0.1
H -0.834 0.212 -2.466 0.5 -0.4 0.9
```
Forces are in eV/Å.

The orbital gap comes out at 7.937 eV. The calculation puts the molar mass at 270.5 g mol⁻¹. The value obtained for the largest force on an atom is 3.93 eV/Å. The energy above the lowest of the compared OMol25 structures with the same formula, charge and spin comes out at 0.0 kcal per mole. Its charge is 0. The calculation puts the HOMO energy at -9.9 eV. The value obtained for the calculated total energy is -98437.9863 eV.


No. 3
ORCA calculation (wB97M-V/def2-TZVPD) on one molecule with the formula C5H5BrN2 at a distorted geometry.

The geometry in XYZ format:
```
13
Properties=species:S:1:pos:R:3:forces:R:3
C -0.975 -1.654 1.029 0.0 0.3 -1.2
C -0.119 -0.646 1.349 0.3 1.4 -3.8
C 0.231 0.069 -0.050 -0.1 -2.7 4.5
C 0.760 2.065 -1.213 -1.1 -1.5 -0.4
C 1.168 1.172 -0.360 -0.3 -1.4 2.4
N -0.370 -0.647 -0.907 -1.3 -0.8 -2.8
N -1.099 -1.612 -0.325 -0.9 -0.9 -1.7
Br 0.504 0.007 2.892 0.6 0.5 2.1
H -1.595 -2.446 1.403 0.3 0.1 1.3
H 1.273 2.896 -1.446 1.9 2.8 -0.8
H -0.127 1.872 -1.776 -0.6 0.0 -0.1
H 2.042 1.206 0.323 -0.5 0.3 -0.8
H -1.694 -2.282 -0.920 1.6 1.8 1.3
```
Forces are in eV/Å.

The orbital gap comes out at 9.360 eV. The calculation puts the molar mass at 173.0 g mol⁻¹. The value obtained for the largest force on an atom is 5.28 eV/Å. The energy above the lowest of the compared OMol25 structures with the same formula, charge and spin comes out at 23.1 kcal per mole. Its charge is 0. The calculation puts the HOMO energy at -8.5 eV. The value obtained for the calculated total energy is -78286.3388 eV.


No. 4
ORCA calculation (wB97M-V/def2-TZVPD) on C5H5BrN2O2S as an isolated structure at a distorted geometry.

The geometry in XYZ format:
```
16
Properties=species:S:1:pos:R:3:forces:R:3
C -2.693 1.314 -0.689 1.2 1.4 0.5
C 0.539 -0.147 -0.367 -0.3 0.0 0.1
C -2.292 0.355 -1.497 -1.7 -2.1 -0.9
C 1.810 -0.608 1.608 2.5 1.6 0.3
C 1.889 -0.520 0.141 2.0 -0.4 -2.5
N -1.500 -0.444 -2.091 1.3 -0.3 -0.2
N -0.289 0.728 0.145 -2.1 0.2 -2.0
O -0.403 1.345 1.198 1.0 0.0 0.7
O -3.046 2.263 -0.153 0.0 -0.4 0.3
S -0.025 -0.948 -1.815 -0.5 1.0 0.7
Br -4.305 -0.376 -1.857 0.5 0.5 0.1
H 1.214 -1.387 1.928 -1.0 -1.8 0.8
H 1.386 0.296 1.929 -0.8 1.1 0.8
H 2.823 -0.573 2.029 -0.2 -0.7 0.1
H 2.182 -1.542 -0.282 -0.2 1.4 0.2
H 2.708 0.244 -0.229 -1.6 -1.4 0.7
```
Forces are in eV/Å.

The orbital gap (alpha / beta) comes out at 5.943 / 5.831 eV. The calculation puts the molar mass at 237.1 g mol⁻¹. The value obtained for the largest force on an atom is 3.20 eV/Å. The energy above the lowest of the compared OMol25 structures with the same formula, charge and spin comes out at 91.4 kcal per mole. Its charge is 0. The calculation puts the HOMO energy (alpha / beta) at -8.2 / -8.1 eV. The value obtained for the calculated total energy is -93212.1636 eV.


No. 5
ORCA calculation (wB97M-V/def2-TZVPD) on one molecule with the formula C5H5BrO at a distorted geometry.

The geometry in XYZ format:
```
12
Properties=species:S:1:pos:R:3:forces:R:3
C -1.083 -0.873 0.483 0.1 0.2 0.0
C 0.131 -0.543 0.806 0.1 -0.5 0.0
C -2.265 -1.090 0.039 -1.8 1.7 -0.1
C 1.154 -0.261 -0.259 -0.1 0.4 0.0
C 1.499 1.200 -0.384 0.2 0.0 -0.2
O 1.645 -1.127 -0.927 0.0 -0.1 -0.1
Br -3.596 0.526 -0.134 1.5 -1.7 0.2
H 0.479 -0.491 1.825 -0.1 0.1 0.3
H -2.781 -1.994 -0.209 0.0 -0.2 -0.1
H 0.696 1.835 -0.022 0.0 0.0 0.0
H 1.724 1.428 -1.424 0.1 0.0 0.0
H 2.396 1.392 0.206 0.0 0.1 0.1
```
Forces are in eV/Å.

The orbital gap comes out at 9.306 eV. The calculation puts the molar mass at 161.0 g mol⁻¹. The value obtained for the largest force on an atom is 2.48 eV/Å. The energy above the lowest of the compared OMol25 structures with the same formula, charge and spin comes out at 3.9 kcal per mole. Its charge is 0. The calculation puts the HOMO energy at -9.7 eV. The value obtained for the calculated total energy is -77353.6293 eV.


No. 6
ORCA calculation (wB97M-V/def2-TZVPD) on C5H5Cl2P as an isolated structure at a distorted geometry.

The geometry in XYZ format:
```
13
Properties=species:S:1:pos:R:3:forces:R:3
C -0.902 -1.304 0.198 2.8 -3.2 -1.7
C 0.412 -0.973 -0.064 -0.5 0.5 1.6
C -0.889 0.975 0.332 0.8 3.0 0.2
C -1.586 -0.126 0.345 -6.5 1.9 1.1
C 0.554 0.558 0.152 1.1 0.2 -0.9
P -3.950 0.058 0.798 3.7 -1.3 1.1
Cl -4.467 -1.505 -0.346 -0.3 -1.0 -0.5
Cl -4.647 1.512 -0.317 -0.2 1.5 -1.1
H -1.318 -2.340 0.106 0.4 1.2 0.4
H 1.249 -1.676 -0.065 -0.3 0.3 -0.4
H -1.315 2.038 0.417 1.0 -1.8 -0.1
H 1.227 0.818 1.004 -0.8 -0.5 0.0
H 1.142 1.133 -0.636 -1.1 -0.9 0.3
```
Forces are in eV/Å.

The orbital gap comes out at 9.090 eV. The calculation puts the molar mass at 167.0 g mol⁻¹. The value obtained for the largest force on an atom is 6.87 eV/Å. The energy above the lowest of the compared OMol25 structures with the same formula, charge and spin comes out at 32.9 kcal per mole. Its charge is 0. The calculation puts the HOMO energy at -8.7 eV. The value obtained for the calculated total energy is -39597.8160 eV.


No. 7
ORCA calculation (wB97M-V/def2-TZVPD) on a 2-piece molecular cluster, C5H5Cl2P overall.

The geometry in XYZ format:
```
13
Properties=species:S:1:pos:R:3:forces:R:3
C -0.362 0.905 1.224 -0.3 -0.7 0.0
C 0.517 1.952 0.777 0.6 0.3 -0.4
C -0.114 -0.292 0.639 0.1 -0.1 -0.1
C 1.418 1.536 -0.147 0.1 -0.1 0.0
C -0.918 -3.908 -1.912 0.0 0.1 -0.1
P 1.243 -0.198 -0.518 -0.1 0.4 0.3
Cl -0.629 -2.322 -2.427 -0.1 -0.1 -0.1
Cl -0.656 -4.285 -0.287 0.0 -0.1 0.2
H -1.139 1.076 1.950 -0.2 0.0 0.2
H 0.454 2.958 1.156 0.0 0.2 0.0
H -0.652 -1.203 0.837 -0.1 -0.1 0.1
H 2.165 2.159 -0.606 0.1 0.2 0.0
H -0.834 -4.704 -2.629 0.0 0.0 -0.1
```
Forces are in eV/Å.

The orbital gap (alpha / beta) comes out at 9.284 / 7.021 eV. The calculation puts the molar mass at 167.0 g mol⁻¹. The value obtained for the largest force on an atom is 0.77 eV/Å. The energy above the lowest of the compared OMol25 structures with the same formula, charge and spin comes out at 20.6 kcal per mole. Its charge is 0. The calculation puts the HOMO energy (alpha / beta) at -8.3 / -8.8 eV. The value obtained for the calculated total energy is -39596.0543 eV. The multiplicity is 3.


No. 8
ORCA calculation (wB97M-V/def2-TZVPD) on one molecule with the formula C5H5ClN2O2 at a distorted geometry.

The geometry in XYZ format:
```
15
Properties=species:S:1:pos:R:3:forces:R:3
C -1.277 -0.037 -1.192 0.3 0.0 0.3
C -1.961 0.248 0.027 -0.2 0.1 0.1
C 0.065 -0.144 -1.267 0.0 -0.3 -0.3
C -1.270 0.295 1.190 -0.2 0.0 0.0
C 0.919 0.132 -0.127 -2.7 1.4 3.8
N 0.062 0.108 1.251 2.5 -0.2 -3.9
N 2.094 -0.753 0.078 0.3 -0.5 0.2
O 2.498 -1.350 -0.884 0.1 -0.2 -0.4
O 2.562 -0.789 1.188 0.1 0.0 0.4
Cl 1.770 1.799 -0.233 -0.3 -0.3 -0.1
H -1.866 -0.197 -2.082 0.0 0.0 -0.1
H -3.029 0.392 0.019 0.0 0.0 0.1
H 0.572 -0.379 -2.189 0.0 0.0 0.0
H -1.762 0.434 2.145 0.0 0.0 0.0
H 0.623 0.240 2.075 -0.1 0.0 0.0
```
Forces are in eV/Å.

The orbital gap comes out at 8.151 eV. The calculation puts the molar mass at 160.6 g mol⁻¹. The value obtained for the largest force on an atom is 4.83 eV/Å. The energy above the lowest of the compared OMol25 structures with the same formula, charge and spin comes out at 102.3 kcal per mole. Its charge is 0. The calculation puts the HOMO energy at -8.5 eV. The value obtained for the calculated total energy is -24859.8074 eV.


No. 9
ORCA calculation (wB97M-V/def2-TZVPD) on one molecule with the formula C5H5ClO at a distorted geometry.

The geometry in XYZ format:
```
12
Properties=species:S:1:pos:R:3:forces:R:3
C -0.358 1.250 0.403 -0.5 1.0 3.6
C 0.304 0.481 1.341 -1.4 0.8 3.2
C 0.604 -1.351 -0.140 0.0 -2.6 0.5
C -0.270 -0.551 -1.074 -0.8 1.9 -2.1
C -0.656 0.739 -0.877 1.4 -2.1 1.3
H 0.325 0.465 2.584 -0.2 1.4 -3.6
H 0.406 -2.539 0.282 -0.2 3.1 -2.0
H 1.535 -1.393 -0.691 0.5 -0.4 0.1
H -0.263 -0.637 -2.179 0.1 -1.6 0.7
H -1.067 1.460 -1.530 -0.4 -0.1 -1.3
O 0.860 -0.718 1.107 -0.1 0.6 -0.6
Cl -1.419 2.794 0.775 1.7 -2.0 0.1
```
Forces are in eV/Å.

The orbital gap comes out at 8.518 eV. The calculation puts the molar mass at 116.5 g mol⁻¹. The value obtained for the largest force on an atom is 3.89 eV/Å. The energy above the lowest of the compared OMol25 structures with the same formula, charge and spin comes out at 65.3 kcal per mole. Its charge is 0. The calculation puts the HOMO energy at -8.1 eV. The value obtained for the calculated total energy is -19832.1821 eV.


No. 10
ORCA calculation (wB97M-V/def2-TZVPD) on C5H5CuO6 as an isolated structure at a distorted geometry.

The geometry in XYZ format:
```
17
Properties=species:S:1:pos:R:3:forces:R:3
O -1.641 0.732 -0.032 0.5 1.3 -0.2
C 1.246 4.039 0.346 1.5 2.2 1.8
C -2.199 -0.282 -0.283 -0.6 -0.6 -0.2
O 1.820 4.726 1.057 -0.7 -1.0 -0.8
O 0.647 3.378 -0.413 -0.6 -0.3 -0.9
C -1.883 -1.679 0.167 0.1 -0.1 -1.1
Cu 0.020 1.815 -1.200 -1.7 0.0 0.1
H -2.622 -2.330 -0.327 0.2 0.0 0.5
H -1.919 -1.764 1.262 0.1 -0.1 -0.3
C -0.493 -2.033 -0.438 -0.8 -0.7 0.3
O 0.575 -1.607 0.435 0.6 0.5 -0.2
C 1.207 -0.498 0.236 0.8 -1.8 1.5
O 0.776 0.442 -0.432 0.9 -0.1 -1.1
O 2.358 -0.488 0.836 -0.4 0.2 -0.1
H -0.303 -1.683 -1.458 -0.2 0.2 0.2
H -0.405 -3.123 -0.462 0.1 0.2 0.1
H 2.816 0.355 0.707 0.2 0.0 0.1
```
Forces are in eV/Å.

The orbital gap (alpha / beta) comes out at 6.272 / 6.570 eV. The calculation puts the molar mass at 224.6 g mol⁻¹. The value obtained for the largest force on an atom is 3.22 eV/Å. The energy above the lowest of the compared OMol25 structures with the same formula, charge and spin comes out at 0.0 kcal per mole. Its charge is +2. The calculation puts the HOMO energy (alpha / beta) at -16.2 / -20.1 eV. The value obtained for the calculated total energy is -62168.8317 eV. The multiplicity is 3.


What is the calculated total energy in the tenth record? -62168.8317 eV


What is the formula in the ninth record? C5H5ClO


Among the records above, which one has the highest largest force on an atom? number 6


Among the records above, which one has the highest energy above the lowest of the compared OMol25 structures with the same formula, charge and spin? C5H5ClN2O2